1 | Computed, not measured: an isolated molecule of C4H6N2S2, with ωB97M-V/def2-TZVPD.

Geometry as XYZ:
```
14
Properties=species:S:1:pos:R:3
C -2.34 -0.89 0.46
C 0.63 1.36 -0.21
C 0.92 -0.03 -0.33
C 2.05 -0.57 0.31
H -1.94 -1.53 1.46
H -1.75 0.87 -0.89
H 1.35 2.03 0.36
H 0.31 2.00 -1.11
H 0.91 -0.40 -1.42
H 2.20 -0.37 1.35
N -1.51 0.19 -0.07
N -0.25 0.45 0.47
S -3.75 -1.40 -0.23
S 3.18 -1.72 -0.16
```

- multiplicity = 1
- SMILES = S=CNN1C[C@H]1C=S
- HOMO level (eV) = -8.85
- LUMO level (hartree) = -0.030

=====

2 | Computed, not measured: an isolated molecule of C4H6N2S2, with ωB97M-V/def2-TZVPD.

Geometry as XYZ:
```
14
Properties=species:S:1:pos:R:3
C -1.99 -1.04 -0.04
C 0.38 0.92 0.05
C -1.82 -2.31 -0.16
C 1.29 2.02 -0.49
N -2.26 0.16 0.00
N 0.66 -0.26 0.38
S 2.26 -0.71 0.46
S -1.29 1.47 0.08
H -1.63 -3.12 0.63
H -2.08 -2.64 -1.07
H 1.96 -1.26 1.63
H 0.61 2.64 -1.01
H 1.65 2.60 0.40
H 2.25 1.54 -0.87
```

- multiplicity = 1
- SMILES = C=C=NS/C(C)=N/S
- HOMO level (eV) = -8.28
- LUMO level (hartree) = 0.025

=====

Most stable = 2

=====

1 | Computed, not measured: a cluster of 4 separate species, CH10NO4 in total, with ωB97M-V/def2-TZVPD.

Geometry as XYZ:
```
16
Properties=species:S:1:pos:R:3
N 1.24 1.35 1.40
C 1.64 0.53 0.15
O 0.81 0.90 -0.85
H 1.59 2.26 1.27
H 0.22 1.28 1.61
H 2.74 0.77 0.01
H 1.52 -0.57 0.45
H -0.50 -0.11 -3.31
H -0.85 -1.48 -3.47
O -0.96 -0.64 -3.87
H -1.75 -2.23 3.15
H -0.53 -3.15 3.65
O -1.40 -3.16 3.42
H -0.69 1.36 -0.61
H -1.56 1.17 -1.91
O -1.52 1.71 -1.09
```

- multiplicity = 1
- total charge = -1
- HOMO level (eV) = -3.44
- LUMO level (hartree) = 0.124

=====

2 | Computed, not measured: a cluster of 4 separate species, CH10NO4 in total, with ωB97M-V/def2-TZVPD.

Geometry as XYZ:
```
16
Properties=species:S:1:pos:R:3
N 0.17 -0.75 -2.03
C 0.12 0.64 -1.54
O -1.01 0.98 -0.82
H 0.03 -1.32 -1.21
H -0.66 -0.90 -2.58
H 1.05 0.80 -0.97
H 0.19 1.29 -2.44
H -1.69 -1.21 0.91
H -0.89 0.08 0.28
O -0.86 -0.73 0.99
H 1.82 -1.99 1.57
H 0.48 -1.37 1.90
O 1.27 -1.78 2.32
H -0.40 1.99 0.54
H 0.56 1.85 1.67
O -0.17 2.42 1.40
```

- multiplicity = 1
- total charge = -1
- HOMO level (eV) = -4.54
- LUMO level (hartree) = 0.149

=====

3 | Computed, not measured: a cluster of 4 separate species, CH10NO4 in total, with ωB97M-V/def2-TZVPD.

Geometry as XYZ:
```
16
Properties=species:S:1:pos:R:3
N -1.65 -0.78 0.88
C -0.21 -0.46 1.16
O 0.50 -0.25 0.02
H -2.24 -0.31 1.54
H -1.93 -0.53 -0.06
H -0.23 0.43 1.83
H 0.16 -1.32 1.75
H -0.95 -0.59 -2.58
H -0.32 -0.05 -1.15
O -0.93 0.15 -1.98
H -0.70 2.21 -1.33
H 0.01 2.33 0.00
O -0.51 2.86 -0.63
H 2.05 -1.04 0.41
H 2.68 -1.41 1.73
O 2.72 -1.65 0.80
```

- multiplicity = 1
- total charge = -1
- HOMO level (eV) = -4.18
- LUMO level (hartree) = 0.153

=====

Most stable = 2

=====

1 | Computed, not measured: an isolated molecule of C4H10N2S, with ωB97M-V/def2-TZVPD.

Geometry as XYZ:
```
17
Properties=species:S:1:pos:R:3
C 0.07 0.45 1.13
C -0.17 -0.16 -0.24
C 1.01 -0.85 -0.50
C -1.40 0.47 -1.07
H 2.11 0.93 1.45
H 0.76 2.28 1.52
H 0.31 -0.25 2.14
H -0.73 1.13 1.26
H 1.45 0.15 -1.05
H 1.65 -1.10 0.39
H -0.54 -2.33 -1.66
H -1.16 0.40 -2.14
H -1.98 1.41 -0.76
H -2.04 -0.88 0.56
N 1.18 1.38 1.07
N -1.48 -0.89 -0.39
S 0.96 -2.12 -1.71
```

- multiplicity = 1
- SMILES = NC[C@]1(CS)CN1
- HOMO level (eV) = -8.42
- LUMO level (hartree) = 0.027

=====

2 | Computed, not measured: an isolated molecule of C4H10N2S, with ωB97M-V/def2-TZVPD.

Geometry as XYZ:
```
17
Properties=species:S:1:pos:R:3
C -0.74 1.61 1.92
C -1.46 0.52 1.19
C -2.02 -0.24 -1.07
C 0.87 -0.74 -0.21
H -0.97 2.63 1.53
H -1.15 1.72 2.92
H 0.31 1.42 2.05
H -2.52 0.81 1.33
H -1.45 -0.54 1.59
H -2.00 0.12 -2.11
H -1.72 -1.30 -1.09
H -3.04 -0.17 -0.72
H 0.70 1.17 -0.93
H 0.19 -1.44 0.36
N -1.14 0.59 -0.25
N 0.20 0.37 -0.50
S 2.40 -1.13 -0.67
```

- multiplicity = 1
- SMILES = CCN(C)NC=S
- HOMO level (eV) = -8.39
- LUMO level (hartree) = 0.032

=====

3 | Computed, not measured: a cluster of 2 separate species, C4H10N2S in total, with ωB97M-V/def2-TZVPD.

Geometry as XYZ:
```
17
Properties=species:S:1:pos:R:3
C 1.96 1.50 1.21
C -2.25 -0.02 -0.54
C -1.66 -0.75 -1.69
C 1.19 -1.11 0.54
N 0.74 1.15 0.92
N 0.19 -0.03 0.68
S -2.27 1.55 -0.33
H 2.85 0.88 1.22
H 2.00 2.51 1.27
H -2.84 -0.62 0.17
H -0.63 -0.91 -1.36
H -1.51 -0.01 -2.59
H -2.04 -1.84 -1.92
H 1.55 -1.19 -0.50
H 2.03 -1.01 1.23
H 0.71 -2.03 0.76
H -0.02 1.93 0.93
```

- multiplicity = 1
- HOMO level (eV) = -7.77
- LUMO level (hartree) = 0.008

=====

Most stable = 2

=====

1 | Computed, not measured: a cluster of 2 separate species, C2H6FNO in total, with ωB97M-V/def2-TZVPD.

Geometry as XYZ:
```
11
Properties=species:S:1:pos:R:3
C 0.41 1.33 0.03
C -2.14 -2.04 0.95
N -0.94 -2.23 0.53
O 0.49 0.23 -0.79
F -2.89 -3.27 1.13
H 0.52 2.34 -0.45
H 1.31 1.26 0.69
H -0.56 1.28 0.70
H -0.48 -1.44 0.08
H -0.51 -3.14 0.28
H 0.11 0.27 -1.63
```

- multiplicity = 1
- HOMO level (eV) = -9.19
- LUMO level (hartree) = 0.023

=====

2 | Computed, not measured: an isolated molecule of C2H6FNO, with ωB97M-V/def2-TZVPD.

Geometry as XYZ:
```
11
Properties=species:S:1:pos:R:3
C -1.05 -1.01 -0.06
C 0.94 0.50 -0.32
N -0.35 0.08 0.46
O 1.78 1.01 0.66
F -1.10 1.31 0.44
H -0.49 -2.01 0.17
H -2.12 -1.11 0.20
H -1.16 -0.92 -1.12
H 1.62 -0.27 -0.87
H 0.71 1.36 -1.06
H 1.24 1.05 1.50
```

- multiplicity = 1
- SMILES = CN(F)CO
- HOMO level (eV) = -9.88
- LUMO level (hartree) = 0.036

=====

Most stable = 1

=====

1 | Computed, not measured: a cluster of 2 separate species, C5H11O2 in total, with ωB97M-V/def2-TZVPD.

Geometry as XYZ:
```
18
Properties=species:S:1:pos:R:3
C -2.33 0.21 -0.33
C -1.34 -0.01 -1.52
H -1.69 0.49 0.60
H -3.02 1.09 -0.50
H -3.00 -0.57 -0.27
H -1.98 -0.34 -2.27
H -0.57 -0.73 -1.66
H -0.82 0.88 -1.66
C 0.92 -0.40 0.64
C 2.32 -0.68 1.36
C 0.87 0.97 0.05
O 1.63 1.07 -0.84
O 0.10 1.83 0.42
H 0.88 -1.19 -0.13
H 0.30 -0.45 1.52
H 2.03 -1.55 2.04
H 2.70 0.13 2.01
H 3.01 -0.73 0.53
```

- multiplicity = 2
- HOMO level (spin up / spin down) (eV) = -10.54 / -10.31
- LUMO level (spin up / spin down) (hartree) = 0.029 / -0.126

=====

2 | Computed, not measured: a cluster of 2 separate species, C5H11O2 in total, with ωB97M-V/def2-TZVPD.

Geometry as XYZ:
```
18
Properties=species:S:1:pos:R:3
C -1.82 0.65 0.27
C -1.60 -0.63 -0.64
O -1.95 -1.70 -0.21
O -1.03 -0.29 -1.74
H -1.88 1.54 -0.37
H -0.99 0.73 0.95
H -2.80 0.49 0.73
C 1.60 0.63 0.17
C 1.36 1.31 1.55
C 2.73 -0.42 0.12
H 1.96 1.45 -0.52
H 0.66 0.26 -0.27
H 0.71 0.59 2.10
H 2.32 1.50 2.04
H 2.39 -1.28 -0.45
H 0.81 2.26 1.40
H 2.87 -0.72 1.17
H 3.73 -0.16 -0.24
```

- multiplicity = 2
- HOMO level (spin up / spin down) (eV) = -10.77 / -10.66
- LUMO level (spin up / spin down) (hartree) = 0.032 / -0.120

=====

Most stable = 2

=====

1 | Computed, not measured: a cluster of 2 separate species, CH3Cl2P in total, with ωB97M-V/def2-TZVPD.

Geometry as XYZ:
```
7
Properties=species:S:1:pos:R:3
C 2.09 0.12 -0.36
P 1.35 -1.11 0.50
Cl -4.00 0.68 0.09
Cl -0.57 -0.88 -0.12
H 1.55 0.84 -0.96
H 3.15 0.25 -0.30
H -3.57 0.10 1.15
```

- multiplicity = 1
- SMILES = C=PCl.Cl
- HOMO level (eV) = -9.72
- LUMO level (hartree) = -0.001

=====

2 | Computed, not measured: a structure of composition CH3Cl2P, with ωB97M-V/def2-TZVPD.

Geometry as XYZ:
```
7
Properties=species:S:1:pos:R:3
C 1.10 -0.10 0.02
P -0.78 -0.18 -0.44
Cl -3.32 -0.95 0.25
Cl -1.28 1.61 0.19
H 1.64 0.11 -1.03
H 1.36 -1.09 0.16
H 1.28 0.61 0.85
```

- multiplicity = 1
- HOMO level (spin up / spin down) (eV) = -9.35 / -9.19
- LUMO level (spin up / spin down) (hartree) = -0.090 / -0.095

=====

Most stable = 1